{"formula": "C18H19BrN4O2S", "method": "ωB97M-V/def2-TZVPD", "relative_energy_ev": 0.000, "e_tot_ev": -109906.72101, "smiles": "Brc1cccc(-c2nnc3sc(CN4CCC5(CC4)OCCO5)cn23)c1", "mol_weight_g_mol": 435.3, "species": ["Br", "C", "C", "C", "C", "C", "C", "N", "N", "C", "S", "C", "C", "N", "C", "C", "C", "C", "C", "O", "C", "C", "O", "C", "N", "C", "H", "H", "H", "H", "H", "H", "H", "H", "H", "H", "H", "H", "H", "H", "H", "H", "H", "H", "H"], "positions_angstrom": [[-1.4713, 2.9014, -8.2023], [-0.6044, 1.7547, -6.9540], [0.7259, 1.4205, -7.1565], [1.3457, 0.5776, -6.2511], [0.6564, 0.0880, -5.1563], [-0.6754, 0.4444, -4.9504], [-1.4545, -0.0415, -3.8321], [-2.7693, -0.0994, -3.8214], [-3.2017, -0.6040, -2.6684], [-2.1390, -0.8572, -1.9506], [-1.7996, -1.4708, -0.3753], [-0.0869, -1.2233, -0.6782], [0.8728, -1.5885, 0.4032], [0.3020, -1.2399, 1.6877], [0.2832, 0.1959, 1.9022], [-0.5502, 0.5257, 3.1331], [0.0504, -0.1718, 4.3659], [0.1628, -1.6687, 4.0819], [0.9503, -1.9089, 2.7997], [1.3251, 0.3568, 4.6842], [1.1395, 1.4117, 5.6009], [-0.2913, 1.2096, 6.1441], [-0.7425, 0.0310, 5.5161], [0.1605, -0.7141, -1.9001], [-0.9871, -0.5232, -2.6322], [-1.3120, 1.2807, -5.8692], [1.2612, 1.8056, -8.0103], [2.3766, 0.2969, -6.4059], [1.1501, -0.5952, -4.4829], [1.0272, -2.6730, 0.3852], [1.8475, -1.1034, 0.2124], [1.3063, 0.5886, 2.0420], [-0.1550, 0.6774, 1.0245], [-0.5732, 1.6052, 3.2876], [-1.5699, 0.1641, 3.0029], [0.6585, -2.1516, 4.9233], [-0.8469, -2.0650, 3.9863], [1.9825, -1.5466, 2.9417], [0.9797, -2.9812, 2.5918], [1.9033, 1.3216, 6.3765], [1.2466, 2.3823, 5.1007], [-0.9401, 2.0571, 5.8900], [-0.3178, 1.0464, 7.2229], [1.1223, -0.4502, -2.2972], [-2.3481, 1.5344, -5.7124]], "forces_ev_per_a": [[0.09, -0.13, 0.14], [-0.07, 0.10, -0.12], [-0.04, 0.02, -0.04], [0.04, 0.04, -0.04], [-0.18, 0.02, 0.09], [0.38, 0.18, -0.41], [-0.29, -0.16, 0.32], [0.48, 0.42, -1.09], [-0.40, -0.47, 1.20], [0.22, 0.04, -0.36], [0.10, 0.04, 0.10], [-0.07, 0.16, -0.39], [0.07, -0.12, 0.01], [0.06, -0.08, -0.08], [-0.21, 0.27, 0.05], [0.35, -0.06, 0.26], [-0.32, -0.29, -0.33], [0.23, 0.41, 0.12], [-0.07, -0.16, 0.21], [0.03, -0.36, -0.23], [-0.05, 0.31, 0.22], [0.07, 0.30, 0.09], [-0.02, -0.32, -0.14], [0.58, -0.19, 0.69], [-1.19, -0.02, -0.24], [0.07, 0.00, 0.02], [0.03, 0.03, -0.06], [0.08, -0.03, -0.02], [0.04, -0.06, 0.06], [0.06, 0.09, 0.03], [-0.07, -0.07, 0.01], [-0.05, -0.02, -0.09], [0.07, 0.00, 0.03], [-0.04, 0.06, 0.04], [-0.05, 0.04, -0.03], [-0.02, 0.02, 0.06], [-0.03, -0.05, -0.02], [0.00, -0.09, -0.05], [0.08, 0.05, -0.01], [-0.07, 0.06, -0.07], [0.01, -0.09, 0.09], [0.07, -0.07, 0.07], [-0.01, 0.08, -0.08], [0.12, 0.04, -0.02], [-0.07, 0.06, -0.02]], "lowdin_charge": [0.731, -0.668, -0.130, -0.075, -0.032, -0.146, -0.244, 0.066, 0.023, -0.595, 1.114, -0.475, -0.213, -0.198, -0.178, -0.054, -0.523, -0.054, -0.172, -0.048, -0.142, -0.146, -0.037, -0.069, 0.011, -0.069, 0.099, 0.107, 0.097, 0.129, 0.138, 0.136, 0.117, 0.128, 0.133, 0.132, 0.133, 0.133, 0.124, 0.123, 0.121, 0.121, 0.123, 0.123, 0.107]}

=====

{"formula": "C6H14", "method": "ωB97M-V/def2-TZVPD", "relative_energy_ev": 1.188, "e_tot_ev": -6448.22112, "smiles": "CCCCCC", "mol_weight_g_mol": 86.2, "species": ["C", "C", "C", "C", "C", "C", "H", "H", "H", "H", "H", "H", "H", "H", "H", "H", "H", "H", "H", "H"], "positions_angstrom": [[1.7089, 0.7856, 2.1380], [1.7507, 0.0034, 0.8219], [0.7019, 0.3247, -0.2472], [-0.1797, -0.8881, -0.6448], [-1.1827, -0.3404, -1.6796], [-2.4364, 0.0787, -0.9213], [1.8315, 1.8631, 2.0514], [0.7474, 0.5449, 2.5971], [2.4341, 0.3539, 2.8273], [2.7071, -0.3282, 0.4087], [1.5008, -1.0027, 1.2040], [0.0709, 1.1768, -0.0060], [1.2621, 0.5698, -1.1547], [-0.6158, -1.2236, 0.2995], [0.4727, -1.6979, -0.9769], [-0.7513, 0.5099, -2.2092], [-1.4773, -1.0279, -2.4734], [-3.1149, 0.6401, -1.5637], [-2.4770, 0.4831, 0.0835], [-2.9531, -0.8254, -0.5545]], "forces_ev_per_a": [[0.14, -0.36, -0.32], [-0.77, -1.96, 0.91], [1.07, -0.63, -0.65], [0.80, 1.14, 0.12], [-0.15, -0.14, 1.11], [-1.60, -1.12, -0.02], [0.07, 0.03, 0.03], [-0.13, 0.44, -0.03], [0.27, 0.32, 0.01], [0.39, 1.26, -0.12], [-0.42, -0.02, -0.12], [-0.03, 0.08, 0.22], [-0.20, 0.41, -0.04], [-0.57, -0.22, -0.30], [-0.08, 0.05, -0.28], [0.16, 0.07, 0.13], [0.02, -0.28, 0.22], [-0.16, -0.01, 0.18], [1.37, 1.27, 0.00], [-0.19, -0.31, -1.05]], "lowdin_charge": [-0.114, -0.275, -0.233, -0.217, -0.257, -0.137, 0.066, 0.072, 0.066, 0.104, 0.092, 0.109, 0.104, 0.105, 0.108, 0.097, 0.102, 0.067, 0.066, 0.074]}